Record 1
5
Properties=species:S:1:pos:R:3:forces:R:3:nbo_charge:R:1 method="wB97M-V/def2-TZVPD" e_lumo_ev="-2.37 / -2.37" de_lowest_kcal_mol=36.2 total_energy_ev=-80398.2513 spin_multiplicity=1 orbital_gap_ev="7.140 / 7.143" total_charge=0
Br 2.867921 0.583075 -0.069026 -1.98 -1.34 -0.17 -0.46
P 0.394296 -1.164555 0.018871 2.38 0.99 0.23 0.89
C -0.781838 -0.068441 0.000111 2.02 1.71 -1.38 -0.94
H -1.664599 -0.298887 0.436409 -3.02 -1.30 1.13 0.24
H -0.815779 0.948810 -0.386364 0.60 -0.05 0.19 0.27



Record 2
7
Properties=species:S:1:pos:R:3:forces:R:3:nbo_charge:R:1 method="wB97M-V/def2-TZVPD" smiles=FCN(Cl)Cl e_lumo_ev=-0.30 de_lowest_kcal_mol=63.2 total_energy_ev=-30318.8537 spin_multiplicity=1 orbital_gap_ev=9.855 total_charge=0
Cl -1.482791 1.431627 0.276706 0.01 -0.24 0.99 0.12
Cl -0.047008 -0.477635 2.060720 -0.62 -0.09 0.17 0.18
F 1.464329 -0.757022 -0.417864 0.59 0.19 0.50 -0.36
N -0.000460 0.580970 0.734072 -0.13 0.99 -1.41 -0.44
C 0.249394 -0.118895 -0.490351 -0.84 -5.77 -0.41 0.17
H 0.301931 0.442770 -1.354432 -0.22 2.09 -1.23 0.19
H -0.485395 -1.101816 -0.808852 1.21 2.84 1.40 0.14